{
  "formula": "C39H56BMnN7O6SSi",
  "method": "ωB97M-V/def2-TZVPD",
  "spin_multiplicity": 6,
  "s_squared": 8.758,
  "orbital_gap_ev": [7.798, 8.172],
  "e_homo_ev": [-7.74, -8.20],
  "de_lowest_kj_mol": 0.0,
  "e_tot_ha": -4218.2220,
  "symbols": ["Mn", "S", "Si", "O", "O", "O", "O", "O", "O", "N", "N", "N", "N", "N", "N", "N", "C", "C", "C", "C", "C", "C", "C", "C", "C", "C", "C", "C", "C", "C", "C", "C", "C", "C", "C", "C", "C", "C", "C", "C", "C", "C", "C", "C", "C", "C", "C", "C", "C", "C", "C", "C", "C", "C", "C", "B", "H", "H", "H", "H", "H", "H", "H", "H", "H", "H", "H", "H", "H", "H", "H", "H", "H", "H", "H", "H", "H", "H", "H", "H", "H", "H", "H", "H", "H", "H", "H", "H", "H", "H", "H", "H", "H", "H", "H", "H", "H", "H", "H", "H", "H", "H", "H", "H", "H", "H", "H", "H", "H", "H", "H", "H"],
  "coordinates": [[-23.375, -5.702, 1.600], [-27.228, -12.697, -1.520], [-22.575, -2.480, 2.785], [-20.944, -7.731, 1.565], [-21.724, -1.927, 1.515], [-23.626, -1.310, 3.236], [-23.335, -3.847, 2.386], [-21.782, -7.632, -0.578], [-21.574, -2.587, 4.078], [-25.332, -4.982, 0.822], [-27.038, -6.696, 5.690], [-25.655, -8.900, 0.463], [-25.806, -3.959, 1.534], [-24.219, -6.739, 3.410], [-24.927, -7.538, 5.953], [-23.473, -14.842, -2.883], [-25.159, -13.191, -3.182], [-24.009, -13.889, -3.599], [-25.149, -11.029, -0.516], [-15.888, -8.504, 0.638], [-26.373, -5.363, 0.060], [-20.094, -8.415, 0.715], [-19.334, -1.780, 1.509], [-25.440, -6.530, 3.826], [-26.508, -11.163, -0.914], [-23.707, -7.797, 5.448], [-16.514, -10.820, 1.436], [-21.305, -3.503, 5.166], [-24.060, -0.191, 2.461], [-23.371, -7.408, 4.174], [-27.425, -4.519, 0.187], [-20.436, -4.004, 0.967], [-16.640, -9.824, 0.264], [-20.696, -4.734, 4.560], [-26.914, -9.054, 0.006], [-25.312, 0.364, 3.122], [-24.417, -0.546, 1.036], [-18.868, -8.920, 1.056], [-18.116, -9.466, -0.023], [-22.963, 0.893, 2.596], [-20.358, -2.785, 6.149], [-25.195, -14.620, -1.168], [-15.945, -10.416, -0.968], [-20.705, -2.127, -0.605], [-19.935, -8.922, -1.611], [-20.597, -8.392, -0.557], [-18.702, -9.466, -1.285], [-22.615, -3.932, 5.885], [-27.026, -3.596, 1.227], [-20.523, -2.494, 0.894], [-24.816, -9.818, 0.129], [-24.085, -15.208, -1.724], [-25.794, -6.861, 5.124], [-27.373, -10.143, -0.720], [-25.728, -13.575, -2.005], [-21.924, -7.133, 0.710], [-21.639, -2.606, -0.985], [-22.846, 1.250, 3.567], [-25.082, 0.442, 4.152], [-16.368, -11.281, -1.429], [-26.111, -0.393, 3.019], [-27.593, -8.268, 0.208], [-20.571, -4.407, 1.939], [-23.538, -15.919, -1.116], [-19.496, -2.423, 5.625], [-19.929, -2.525, -1.346], [-21.418, -5.135, 3.904], [-24.962, 0.256, 0.544], [-26.278, -6.183, -0.627], [-20.082, -3.494, 6.944], [-20.363, -5.464, 5.324], [-19.353, -0.691, 1.474], [-19.442, -4.338, 0.675], [-23.208, 1.720, 1.935], [-16.160, -8.057, 1.598], [-20.826, -1.023, -0.664], [-25.493, -12.330, -3.679], [-23.734, -9.768, 0.369], [-19.441, -2.065, 2.559], [-25.512, 1.292, 2.599], [-23.584, -0.860, 0.389], [-23.092, -8.356, 6.098], [-23.258, -3.013, 6.054], [-15.885, -9.619, -1.749], [-24.479, -11.833, -0.655], [-19.820, -4.458, 3.937], [-21.045, -2.003, 6.556], [-17.057, -10.532, 2.347], [-22.418, -4.523, 6.800], [-14.804, -8.728, 0.733], [-27.535, -2.806, 1.634], [-26.159, -6.057, 3.190], [-28.374, -10.121, -1.145], [-18.341, -2.100, 1.131], [-28.271, -4.485, -0.512], [-27.149, -6.652, 6.671], [-16.069, -7.766, -0.161], [-27.723, -6.164, 5.127], [-21.095, -4.519, 0.314], [-15.466, -10.877, 1.705], [-25.577, -14.945, -0.236], [-18.123, -9.912, -2.103], [-23.108, -4.609, 5.178], [-23.533, -13.544, -4.580], [-20.401, -8.904, -2.625], [-25.203, -1.323, 1.013], [-14.917, -10.731, -0.720], [-18.467, -8.897, 2.060], [-22.032, 0.475, 2.202], [-25.081, -3.578, 2.226], [-16.977, -11.733, 1.115], [-22.369, -7.469, 3.793]],
  "atomic_forces_ev_per_a": [[-0.257, 0.319, -0.167], [0.775, 0.323, 0.161], [-0.063, -0.933, 0.349], [0.100, 0.184, -0.754], [1.124, -0.255, -0.501], [-0.539, -0.044, -0.464], [0.115, 0.080, 0.562], [1.110, -0.636, -0.143], [0.287, -0.426, 0.829], [-0.916, -0.814, 0.221], [-0.809, 1.048, -2.696], [-1.675, 1.488, -0.069], [2.015, 0.887, 1.687], [0.173, -0.120, -0.773], [0.101, 0.880, -1.479], [-0.140, -0.830, 0.485], [1.455, -1.374, 0.474], [-0.169, 1.406, -1.181], [-2.632, 1.298, 0.023], [0.359, -0.431, -0.429], [1.585, -0.447, -0.681], [-0.053, 0.400, 1.670], [0.464, -0.637, 0.788], [-0.643, 0.276, 0.731], [1.904, -2.257, -0.052], [-2.251, 0.410, 0.245], [-0.588, 0.965, -0.041], [-0.211, 0.131, 0.127], [0.440, 0.750, 0.735], [0.944, 0.567, 0.013], [-1.175, 1.912, 0.824], [1.137, 0.269, 0.224], [-0.327, 0.208, 0.334], [1.884, 0.184, 0.397], [0.736, -0.418, -0.099], [0.102, -1.363, -1.037], [-0.427, -0.627, -0.875], [0.497, -0.692, -1.233], [-0.237, 0.626, 1.074], [-0.244, -1.087, -2.853], [-2.164, -0.424, 0.052], [0.107, 1.440, -3.083], [1.033, 1.323, -0.247], [-0.188, -0.206, -0.838], [-0.606, -0.261, -0.875], [-1.480, 1.083, -0.266], [1.461, -0.910, -1.170], [-0.123, 0.830, -0.599], [-0.378, -3.012, -3.067], [-0.807, 0.908, -1.887], [2.376, -3.079, -0.739], [1.126, 0.298, 0.180], [0.453, -1.929, 2.651], [-0.712, 1.837, 0.316], [-1.174, -0.535, 1.873], [-0.575, -0.043, 0.926], [0.390, 0.473, 0.456], [0.142, 0.374, 1.763], [-0.040, 0.624, 1.153], [-0.858, -0.599, -0.052], [0.011, 0.575, -0.060], [-0.556, 0.835, 0.330], [-0.242, -0.188, 1.028], [0.004, -0.317, -0.274], [0.404, 0.463, -0.082], [-0.532, 0.747, 1.381], [-0.789, -0.918, -0.760], [0.326, 0.579, -0.005], [0.201, -0.152, -0.035], [0.020, 0.338, -0.162], [-0.322, 0.258, -0.402], [-0.425, -0.036, -0.278], [0.258, 0.179, -0.135], [-0.104, 0.287, -0.006], [-0.401, -0.208, -0.122], [0.229, -0.718, -0.279], [-0.613, 0.823, -0.843], [-0.777, 0.652, 0.232], [0.585, 0.212, 0.233], [-0.550, 0.216, 0.399], [-0.208, 0.110, 0.393], [0.924, -0.404, 0.386], [0.671, -1.195, 0.090], [0.116, -0.647, 0.450], [0.817, -0.441, -0.103], [-0.303, -0.153, 0.470], [1.206, -0.090, -0.003], [0.116, 0.262, -0.303], [-0.057, 0.587, -0.279], [-0.488, 0.193, -0.306], [-0.884, 1.768, 1.026], [-0.143, 0.312, -0.504], [0.102, -0.213, 0.296], [-0.678, -0.089, 0.089], [0.220, 0.006, 0.894], [0.220, -0.089, 0.813], [0.292, -0.144, 0.339], [0.713, -0.516, 0.825], [-0.906, -0.147, -0.673], [0.202, -0.563, -0.021], [-0.534, 0.016, 0.627], [-0.219, 0.235, 0.294], [-0.380, 0.226, 0.186], [-0.382, -0.836, 1.496], [0.765, -0.095, 0.913], [0.581, -0.127, 0.254], [-0.232, 0.375, 0.039], [-0.173, 0.176, 0.015], [0.056, 0.061, 0.286], [-0.661, -0.291, -0.965], [0.259, -0.882, -0.028], [0.329, -0.442, -0.127]]
}